# C36H99N3O24

12 unconnected molecules or ions with the total composition C36H99N3O24 at a distorted geometry (wB97M-V/def2-TZVPD, the OMol25 dataset).

```
162
Properties=species:S:1:pos:R:3:forces:R:3:mulliken_charge:R:1
O 0.0576 -4.8774 1.8709 1.407 0.743 0.511 -0.58
O -0.9106 -2.6836 3.2871 -0.169 1.382 -0.639 -0.33
O 2.7144 -0.1200 1.7118 1.614 0.268 -0.854 -0.83
O -0.7848 -4.3703 -2.4489 -0.268 0.260 -1.280 -0.64
O 2.0246 6.6948 -2.9485 0.289 1.011 0.238 -0.22
O 2.4071 -2.7082 0.6735 -0.874 0.077 -0.340 1.06
O 2.2695 2.5312 1.8315 0.534 -1.545 0.080 -0.35
O 1.7414 0.4590 -4.3696 0.386 -0.107 0.117 -0.63
O -4.9801 2.2399 3.6740 -0.007 1.128 0.423 -0.18
O 2.5853 4.2680 -0.2842 -0.353 0.443 -0.621 -0.30
O -0.7563 2.0894 0.3250 0.210 -1.290 0.498 -0.83
O 7.3400 -8.6825 -3.7286 1.794 0.406 -1.015 -0.30
O -7.6664 -0.8244 1.6569 -0.544 0.410 -1.044 -0.28
O 2.3895 -4.9408 -1.0376 -0.952 -0.486 -1.559 0.03
O 0.9059 2.8285 -3.1242 -1.310 -0.424 -1.354 -0.45
O 0.0935 -0.3432 1.8711 0.334 0.240 -0.703 0.21
O -2.0117 -1.7982 -2.1515 -0.480 -0.217 0.228 -0.39
O -5.2866 0.7792 0.5040 0.146 0.525 -1.895 0.05
O -3.6997 -1.5133 0.2868 0.493 0.788 -0.200 -0.11
O -2.8282 -3.9332 1.2632 2.284 -1.731 -0.015 -0.37
O 0.7110 -2.2176 -2.0473 -0.545 1.076 -0.153 1.30
O 0.1386 2.1550 3.5241 -0.242 -1.524 -1.208 -0.45
O 3.9335 7.8074 2.5225 0.341 -0.557 -1.484 -0.43
O -3.4868 2.8930 -0.0254 0.577 -0.602 -0.327 -0.62
N -7.5889 1.7460 2.9254 -0.367 -0.010 0.850 -0.27
N 3.4490 7.3138 -0.5321 -0.508 0.231 -0.062 0.21
N 4.9261 -6.8591 -1.8017 -0.931 0.752 -0.385 -0.12
C 3.4760 -5.4164 -0.2992 0.078 -1.119 -0.534 -0.36
C 4.6773 6.9044 1.6468 -1.472 -1.536 0.678 0.01
C 2.5759 7.3771 2.6843 0.088 -0.347 -0.003 -0.32
C -8.7017 0.8189 2.8204 -2.311 1.917 0.370 -0.75
C 6.2757 -7.1399 -2.3030 -0.349 0.793 0.544 -0.53
C 0.7976 3.3911 3.4907 0.927 -0.481 2.288 -0.34
C 2.2209 3.2039 3.0781 0.235 1.789 -1.323 0.07
C 2.1214 8.0490 -2.4346 -0.108 -1.038 0.519 -0.63
C 4.7145 7.1695 0.1067 0.541 1.812 2.358 -0.86
C 4.7741 -5.5793 -1.0975 1.470 0.596 1.514 -1.01
C -8.6974 0.1855 1.4951 -0.403 -1.494 -1.185 -0.47
C -3.7652 1.9190 -1.0411 0.731 -0.100 1.536 0.46
C 0.9687 -0.6415 -3.9283 0.530 1.041 0.832 -0.81
C 1.5653 -1.3124 -2.6948 3.411 -0.230 -0.433 0.97
C -7.4474 -1.7169 0.5387 -0.841 0.628 1.419 -0.48
C 1.5082 4.0079 -1.1701 -0.539 2.094 -0.112 0.91
C -7.2478 1.9508 4.3211 -0.018 -1.687 0.868 -0.59
C -3.8361 -1.8629 1.6584 0.309 -2.377 -0.958 0.14
C -4.0683 -3.3936 1.6272 0.256 -1.014 1.542 -0.73
C -1.4052 -3.7032 -3.6084 -0.509 -1.230 2.800 -0.35
C -0.1218 -3.6708 3.8642 -1.446 -1.642 0.330 -1.12
C 3.4516 8.1273 -1.7416 0.551 -1.575 -0.542 -0.77
C -6.0563 2.8174 4.4567 0.680 2.283 -0.248 -0.74
C 6.1828 -8.4112 -3.1019 -2.408 -0.865 1.324 -0.39
C 2.1168 -5.6822 -2.2685 -0.448 2.353 0.718 -0.93
C -0.5492 -0.4014 0.5532 0.705 0.635 0.807 0.62
C 3.4758 -0.5659 0.5587 0.128 1.883 1.118 0.26
C -3.8878 3.1787 3.5345 -1.524 0.527 2.161 -0.63
C -0.0784 0.8702 -0.1579 0.166 1.361 1.465 0.39
C 1.9575 3.1101 -2.2651 1.556 -0.374 0.367 0.19
C -2.5288 -2.8335 -3.0316 -0.088 0.074 0.061 -0.58
C 0.9297 6.5763 -3.8057 -0.582 1.942 0.494 -0.61
C 7.3396 -9.7222 -4.6308 1.715 -2.422 -0.018 -0.80
C 3.6302 -2.0247 0.6399 0.285 -1.005 -0.219 -0.82
C 0.8924 -4.2625 2.9397 -0.486 -1.239 -0.849 0.62
C -5.1260 1.4161 -0.8192 -0.688 -1.140 0.292 -0.92
H 0.6643 3.5697 -0.6775 -0.435 -0.385 0.584 -0.62
H 3.0904 -0.1386 -0.3659 -0.620 -0.443 -0.192 -0.46
H 0.2414 -3.2916 4.7571 1.480 1.117 1.512 0.53
H 5.2378 8.1253 0.0340 0.035 0.196 -0.265 0.43
H -0.1090 -3.7592 -2.1072 -0.240 -0.152 -0.177 0.24
H -5.7960 2.2751 -0.9460 -0.326 -0.420 0.218 0.40
H 1.0154 1.0191 0.0152 -0.640 -0.309 0.256 -0.71
H 0.8897 -1.2892 -4.7700 -0.503 -0.792 -0.446 0.34
H 6.9230 -7.3661 -1.4477 -0.009 0.373 -0.033 0.30
H 1.1095 7.2268 -4.7060 -0.497 -0.836 0.468 0.34
H -2.4494 -1.8564 -1.2565 0.307 -0.114 -1.058 0.17
H 1.9111 -0.5140 -2.0145 -0.496 0.040 -0.040 -0.91
H 1.0924 5.0041 -1.5884 0.969 -1.432 0.502 0.01
H 0.8666 3.7144 4.5652 -0.385 0.202 -0.869 0.39
H 3.7467 9.1202 -1.5148 0.035 1.110 0.377 0.52
H -0.7162 2.0468 1.3051 0.209 0.110 -0.504 0.08
H 2.0046 7.2683 1.7134 0.738 0.333 0.935 0.13
H 2.5969 -1.8211 -2.9299 -1.998 0.473 0.144 0.36
H -4.7657 -3.7501 0.8517 -0.411 0.799 0.447 0.28
H -9.6920 1.4146 2.9755 1.530 -0.876 -0.236 0.33
H -1.6039 -0.4629 0.7903 -0.333 0.191 -0.748 -0.16
H -0.2371 -1.2391 -0.0810 0.080 -0.244 0.670 -0.44
H 4.1828 5.9065 1.7996 0.315 0.497 -0.307 -0.29
H -2.9573 -1.6012 2.2747 -0.297 -0.170 -0.266 0.24
H 2.0597 -2.8174 -0.2289 0.014 -0.089 0.210 -0.66
H 5.9050 -9.2415 -2.3685 0.179 0.797 -0.688 0.25
H -6.2929 3.8837 4.1557 0.305 -1.006 -0.507 0.36
H 5.4152 6.4479 -0.2551 0.332 -0.935 -0.762 0.41
H -0.1663 -1.7478 -2.0656 0.147 -0.922 0.264 -0.64
H -4.0269 -0.5952 0.2354 -0.183 -0.185 -0.081 -0.12
H 0.0372 -0.2062 -3.5894 -0.929 -0.474 -0.234 0.37
H -8.1446 2.2550 4.9013 0.634 0.352 -0.377 0.42
H 2.3186 2.1201 -1.8491 -0.337 1.010 -0.422 -0.20
H -9.6682 -0.3486 1.2200 0.990 0.697 0.467 0.52
H 5.6780 -5.4183 -0.3579 -1.660 -0.500 -1.367 0.39
H 6.6793 -6.2432 -2.8323 0.054 -0.823 -0.092 0.30
H -3.8565 2.3345 -2.0215 0.807 0.596 -0.886 0.33
H -7.2957 -2.6952 1.0564 -0.023 0.498 -1.028 0.12
H 0.6559 3.6000 -3.6597 0.247 -0.367 0.404 0.21
H -0.6787 -3.1280 -4.1500 0.335 0.334 -0.359 0.02
H -1.4287 -3.0939 2.5857 -0.156 -0.234 -0.466 0.06
H 0.5753 1.4934 2.9041 -0.747 1.182 0.918 0.18
H 8.0922 -9.5866 -5.3787 0.360 0.941 -0.722 0.30
H 2.5190 1.5537 1.9620 -0.285 1.271 -0.447 0.43
H 1.3423 1.2542 -3.9846 0.238 0.198 -0.072 0.31
H -4.1507 3.9973 2.8943 -0.306 0.379 -0.675 0.39
H -0.1449 0.9116 -1.2230 -0.708 -0.368 -0.785 0.64
H 0.8202 5.5469 -4.0056 -0.064 -1.101 -0.821 -0.06
H 2.8000 3.5917 -2.7823 -0.019 -0.269 -0.009 0.26
H 2.0268 8.7783 -3.2522 -0.058 -0.133 0.209 0.46
H -1.8074 -4.5243 -4.2245 0.043 0.531 0.069 0.45
H -6.5675 -1.3458 0.0242 0.145 -0.370 -0.372 -0.03
H 2.5996 6.3552 3.1724 -0.306 1.070 -0.232 0.07
H -3.0325 1.0817 -0.9876 -0.240 0.599 -0.291 -0.40
H 3.5671 -4.6426 0.4098 0.598 0.586 1.224 0.24
H -8.5311 0.9848 0.7328 0.416 -0.814 0.112 0.20
H -5.7513 3.0008 5.5004 0.114 -0.729 -0.058 0.43
H 4.2697 -6.7788 -2.6039 0.864 -0.478 0.618 0.18
H -0.0188 6.8932 -3.2803 0.692 -0.076 -0.584 0.34
H -4.3203 -3.8728 2.6324 -0.276 1.137 -1.003 0.28
H -4.6979 -1.4101 2.0230 -1.544 1.046 0.944 0.14
H 2.6530 4.2305 2.9419 -0.080 -0.867 0.095 -0.34
H -2.6574 -4.8920 1.5062 -0.660 1.831 -0.410 0.20
H 6.4462 -10.0205 -5.1445 -1.041 0.513 0.043 0.34
H -6.9177 0.9906 4.8241 -0.514 0.364 -0.498 0.26
H -2.5922 2.6543 0.2882 -0.179 0.419 -0.212 0.48
H 1.8521 -0.5197 1.6272 -1.167 -0.312 0.284 -0.06
H 4.1881 7.7558 -2.4833 -0.014 0.094 0.131 0.34
H 1.5494 -3.4659 2.5572 -0.314 -0.423 -0.136 -0.36
H -0.2890 -0.9125 2.5606 -0.320 -0.495 -0.537 0.00
H 5.6845 6.7218 2.0739 -0.325 0.738 -0.405 0.39
H -8.7245 0.0068 3.5338 0.282 -0.178 0.645 0.36
H -5.2380 0.6880 -1.6592 -0.722 0.108 0.980 0.38
H 5.3295 -8.3544 -3.8051 0.178 0.071 -0.035 0.32
H 4.2269 -2.3803 -0.2006 0.368 -0.098 -0.027 0.25
H -3.0916 -2.4335 -3.8742 0.021 0.700 -0.044 0.37
H 2.1122 8.1476 3.3418 0.134 -0.765 -0.449 0.32
H 4.1094 -2.2748 1.5916 0.239 0.095 -0.195 0.33
H 2.7941 2.6898 3.8139 0.402 -0.534 0.666 0.39
H 4.7703 -4.6859 -1.7548 0.382 -0.283 -0.118 0.33
H 4.4432 -0.0745 0.6150 0.344 -0.093 0.339 0.52
H 3.1475 -6.3418 0.1776 0.451 -0.294 0.205 0.37
H -8.3510 -1.6918 -0.1147 0.695 -0.393 0.291 0.46
H -3.6684 3.6554 4.5339 -0.003 -0.636 -0.757 0.37
H 2.2360 -6.7394 -2.1736 -0.055 -0.762 0.308 0.45
H 0.6439 -4.9641 1.1037 -0.280 0.022 -0.011 0.21
H 7.7634 -10.6756 -4.2221 -0.695 0.445 0.566 0.28
H -3.0288 2.6914 3.1780 1.017 -0.857 -0.437 -0.09
H 0.3063 4.1458 2.9078 -0.470 0.293 -0.513 0.24
H -0.8405 -4.3991 4.2763 0.382 -0.643 -0.485 0.27
H -6.7692 1.3622 2.4839 0.091 -0.287 -0.275 0.17
H -4.9739 1.4640 1.1044 0.115 0.204 0.398 -0.01
H 3.0236 6.4165 -0.6909 -0.119 -0.353 -0.130 -0.15
H 2.5494 3.5427 0.3419 0.249 -0.311 0.847 0.32
H 2.8015 -5.2684 -3.0074 0.058 -0.264 -0.410 0.41
H 1.5069 -5.0987 3.3669 -0.504 0.908 0.080 0.37
H 1.3344 8.1458 -1.6646 -0.025 0.371 -0.465 0.29
H 1.0905 -5.3727 -2.5257 0.495 -0.606 -0.105 0.10
H -3.2681 -3.3985 -2.4573 0.398 -0.395 -0.076 0.34
```
Positions in Å, forces in eV/Å.

lowest unoccupied orbital energy: 0.54 eV
structure (SMILES): COCCNCCOC.COCCNCCOC.COCCNCCOC.OCCO.OCCO.OCCO.OCCO.OCCO.OCCO.OCCO.OCCO.OCCO
relative energy (zero: lowest compared OMol25 entry of this formula, charge and spin): 2.0597 eV
HOMO: -8.35 eV
molar mass: 958.19 g mol⁻¹
electronic energy: -3400.71262 a.u.
spin multiplicity: 1